# 1
{"formula": "C26H56BClN4O7PS", "method": "the ωB97M-V functional and the def2-TZVPD basis", "gap_ev": 6.32, "homo_energy_ev": -4.13, "e_tot_ha": -2994.46658, "charge": -1, "lumo_ev": 2.20, "species": ["N", "P", "B", "C", "C", "C", "C", "S", "O", "O", "Cl", "C", "C", "C", "N", "C", "C", "C", "C", "C", "C", "C", "O", "H", "H", "H", "H", "H", "H", "H", "H", "H", "H", "H", "H", "H", "H", "H", "H", "H", "H", "H", "H", "H", "H", "H", "H", "H", "H", "C", "O", "C", "C", "N", "C", "C", "O", "C", "H", "H", "H", "H", "H", "H", "H", "H", "H", "H", "H", "H", "H", "H", "H", "C", "O", "C", "C", "N", "C", "C", "O", "C", "H", "H", "H", "H", "H", "H", "H", "H", "H", "H", "H", "H", "H", "H", "H"], "positions_angstrom": [[4.297, -4.055, -3.569], [5.020, -2.842, -4.353], [3.928, -1.326, -4.911], [2.489, -1.923, -5.444], [1.826, -1.036, -6.517], [0.562, -0.301, -6.039], [-0.504, -1.261, -5.508], [-1.584, -0.733, -4.183], [-1.839, -1.836, -3.307], [-2.669, 0.031, -4.726], [-0.462, 0.589, -3.107], [3.697, -0.158, -3.757], [3.975, -0.528, -2.296], [2.891, -1.467, -1.759], [2.753, -1.399, -0.295], [1.908, -0.275, 0.075], [2.003, 0.165, 1.512], [1.953, 1.525, 1.824], [1.986, 1.980, 3.136], [2.092, 1.065, 4.174], [2.157, -0.287, 3.886], [2.095, -0.730, 2.570], [2.025, -2.087, 2.307], [4.467, -4.930, -4.051], [6.146, -2.359, -3.620], [5.683, -3.309, -5.515], [4.533, -0.832, -5.869], [1.833, -1.972, -4.568], [2.587, -2.945, -5.819], [1.587, -1.606, -7.423], [2.529, -0.259, -6.829], [0.857, 0.430, -5.291], [0.127, 0.260, -6.871], [-0.084, -2.199, -5.150], [-1.240, -1.480, -6.287], [4.237, 0.757, -4.019], [2.631, 0.112, -3.786], [4.953, -0.995, -2.155], [3.989, 0.378, -1.674], [3.136, -2.499, -2.024], [1.937, -1.216, -2.246], [2.329, -2.260, 0.024], [0.845, -0.435, -0.177], [2.237, 0.569, -0.536], [1.872, 2.235, 1.008], [1.894, 3.035, 3.361], [2.098, 1.413, 5.200], [2.209, -1.019, 4.686], [2.814, -2.523, 2.646], [-2.321, 1.705, 3.645], [-1.420, 2.754, 3.361], [-1.685, 3.456, 2.157], [-2.007, 4.903, 2.452], [-3.283, 5.020, 3.143], [-3.589, 6.355, 3.637], [-2.686, 6.935, 4.720], [-2.761, 6.252, 5.957], [-1.885, 5.151, 6.103], [-1.925, 1.160, 4.500], [-3.333, 2.056, 3.883], [-2.363, 1.027, 2.788], [-2.503, 2.982, 1.607], [-0.786, 3.410, 1.535], [-2.061, 5.458, 1.510], [-1.168, 5.312, 3.033], [-3.291, 4.370, 3.920], [-4.608, 6.337, 4.032], [-3.589, 7.045, 2.787], [-3.022, 7.957, 4.918], [-1.642, 7.000, 4.392], [-0.956, 5.302, 5.546], [-2.338, 4.211, 5.775], [-1.647, 5.060, 7.163], [-0.813, -2.473, 3.220], [-1.567, -1.653, 2.351], [-0.848, -1.227, 1.195], [-1.429, -1.827, -0.064], [-1.189, -3.261, -0.119], [-1.845, -3.947, -1.224], [-3.368, -3.967, -1.242], [-3.950, -4.712, -0.184], [-4.174, -3.996, 1.013], [-1.418, -2.638, 4.112], [-0.574, -3.443, 2.771], [0.124, -1.987, 3.511], [0.214, -1.472, 1.285], [-0.936, -0.136, 1.135], [-0.955, -1.356, -0.931], [-2.500, -1.574, -0.090], [-1.485, -3.676, 0.755], [-1.500, -4.983, -1.222], [-1.499, -3.498, -2.160], [-3.682, -4.460, -2.165], [-3.792, -2.955, -1.260], [-4.393, -2.943, 0.815], [-3.322, -4.051, 1.698], [-5.035, -4.446, 1.509]], "forces_ev_per_a": [[0.1133, 0.2910, -0.3461], [-0.5597, -0.4468, 0.4110], [-0.2274, 0.5122, -0.1269], [0.2421, 0.1332, -0.0561], [-0.0474, 0.0361, 0.0798], [-0.0795, 0.0651, -0.2745], [0.0193, -0.1328, -0.1060], [-0.0878, 0.2216, -0.3868], [-0.1711, 0.3077, -0.3068], [0.0973, -0.1032, 0.1226], [0.0761, 0.0454, 0.1890], [0.1249, -0.2591, -0.1119], [-0.3525, 0.1971, 0.1492], [0.2461, -0.1913, 0.1721], [-0.0085, -0.0097, -0.2180], [0.1972, 0.2311, -0.1959], [0.0844, 0.2383, 0.0343], [-0.0520, -0.0622, 0.1162], [-0.1050, -0.1215, -0.0860], [0.0375, 0.1339, -0.0429], [-0.0677, -0.0866, 0.0648], [0.1616, 0.0413, 0.1540], [0.4024, -0.0477, 0.1109], [0.0537, -0.0987, 0.2055], [0.1984, 0.0662, -0.2264], [0.1571, 0.1063, -0.0529], [0.1263, -0.1973, 0.0821], [0.0170, -0.2455, 0.0422], [-0.0945, -0.0592, 0.0459], [-0.0415, -0.0400, 0.0552], [-0.0410, -0.0272, -0.0676], [-0.0148, -0.0703, 0.1729], [0.0145, 0.0879, 0.0765], [0.1067, 0.0680, 0.0793], [-0.0039, -0.0932, 0.0612], [0.1284, -0.0336, 0.0433], [0.0223, 0.1886, -0.0813], [0.0207, -0.0046, -0.0464], [-0.0025, -0.0268, 0.0119], [-0.0769, 0.0287, -0.1003], [-0.0491, -0.0381, -0.0119], [0.0150, 0.0245, 0.0802], [0.3203, 0.0952, -0.1683], [-0.0679, 0.0414, 0.0198], [0.0300, 0.0042, 0.0074], [0.0547, 0.0259, -0.0817], [0.0432, -0.0718, -0.0062], [0.0113, 0.0048, -0.0366], [-0.0112, 0.0209, -0.0669], [0.1655, -0.2307, -0.2728], [-0.0701, 0.3149, 0.2707], [0.1204, -0.0884, -0.1080], [-0.0580, 0.0176, 0.0998], [0.1072, 0.0236, 0.0691], [-0.0925, -0.0804, -0.0180], [0.0112, 0.1314, -0.0252], [0.0043, -0.0521, 0.0110], [-0.0299, 0.0197, 0.0796], [0.0213, -0.0036, -0.0054], [0.0201, 0.0806, -0.0651], [-0.1690, -0.1716, 0.1360], [-0.0369, 0.0409, 0.0089], [0.0003, -0.0373, -0.0104], [-0.0096, 0.0159, -0.0023], [0.0366, 0.0237, -0.0629], [-0.0330, -0.0338, -0.0258], [-0.0034, 0.0212, -0.0060], [0.0165, 0.0058, -0.0110], [0.0065, -0.0037, 0.0204], [-0.0028, -0.0568, -0.0219], [0.0101, -0.0172, -0.0167], [0.0411, 0.0043, -0.0514], [-0.0015, 0.0096, 0.0009], [-0.0295, 0.1239, 0.1938], [-0.0783, -0.1105, -0.0271], [-0.1039, -0.0152, 0.0488], [-0.0243, -0.1039, 0.0399], [-0.0879, 0.0714, 0.1544], [0.2210, -0.1621, -0.1909], [0.0777, 0.0973, -0.1700], [-0.0773, -0.0397, 0.1680], [-0.0283, -0.0996, -0.0612], [-0.0732, -0.0153, -0.0118], [0.0592, 0.0287, -0.0192], [-0.2548, -0.1532, 0.0187], [-0.5601, -0.2056, 0.0505], [0.0377, 0.0401, 0.0534], [-0.0933, -0.0617, 0.0261], [0.0135, 0.0967, -0.0683], [0.0276, -0.0128, 0.0164], [-0.0141, -0.0344, 0.0421], [-0.0740, -0.2233, 0.3127], [-0.0135, -0.0021, 0.0104], [0.0456, 0.0097, 0.0247], [0.0130, 0.0264, 0.0128], [0.0159, 0.0656, -0.0060], [-0.0131, -0.0036, 0.0051]], "lowdin_charge": [-0.37, 0.69, -0.70, -0.23, -0.23, -0.24, -0.27, 0.37, -0.36, -0.35, 0.44, -0.21, -0.24, -0.23, -0.04, -0.19, -0.14, -0.03, -0.09, -0.09, -0.03, -0.29, 0.00, -0.09, -0.05, -0.04, 0.06, 0.07, 0.08, 0.10, 0.09, 0.06, 0.11, 0.10, 0.11, 0.07, 0.06, 0.08, 0.09, 0.09, 0.09, 0.09, 0.09, 0.11, 0.11, 0.10, 0.10, 0.11, 0.13, -0.10, -0.21, -0.22, -0.22, -0.05, -0.21, -0.23, -0.18, -0.10, 0.09, 0.08, 0.08, 0.13, 0.12, 0.12, 0.11, 0.08, 0.12, 0.12, 0.12, 0.11, 0.09, 0.07, 0.09, -0.10, -0.18, -0.22, -0.20, -0.02, -0.20, -0.22, -0.18, -0.11, 0.09, 0.09, 0.06, 0.08, 0.12, 0.08, 0.11, 0.08, 0.12, 0.08, 0.12, 0.11, 0.09, 0.07, 0.08]}

# 2
{"formula": "C3H6O3", "method": "the ωB97M-V functional and the def2-TZVPD basis", "gap_ev": 10.89, "smiles": "O=C=O.CCO", "relative_energy_kj_mol": 12.7, "homo_energy_ev": -10.35, "e_tot_ha": -343.64973, "lumo_ev": 0.55, "species": ["O", "C", "O", "C", "C", "O", "H", "H", "H", "H", "H", "H"], "positions_angstrom": [[0.633, -0.031, -2.386], [0.937, 0.915, -1.782], [1.248, 1.857, -1.163], [0.347, -0.859, 0.831], [-0.996, -0.265, 0.424], [-1.079, 1.137, 0.612], [0.316, -1.951, 0.761], [0.593, -0.576, 1.859], [1.175, -0.524, 0.191], [-1.227, -0.532, -0.619], [-1.788, -0.698, 1.044], [-0.219, 1.532, 0.426]], "forces_ev_per_a": [[0.2488, 0.7299, 0.2971], [0.0347, 0.0082, -0.0910], [-0.1598, -0.6411, -0.5138], [0.0479, 0.0180, 0.0560], [-0.0547, -0.4121, -0.0170], [0.1628, 0.1714, 0.0221], [-0.0139, 0.1389, 0.0330], [-0.0558, -0.0764, -0.0782], [-0.1871, -0.0427, 0.1348], [0.0468, 0.0743, 0.1790], [0.1009, 0.0418, -0.0753], [-0.1708, -0.0101, 0.0530]], "nbo_charge": [-0.50, 1.03, -0.53, -0.64, -0.07, -0.72, 0.22, 0.22, 0.19, 0.16, 0.18, 0.47]}